No. 1
Formula: C2H2NO4
Source: the OMol25 dataset
Level of theory: the ωB97M-V functional and the def2-TZVPD basis

The geometry in XYZ format:
```
9
Properties=species:S:1:pos:R:3:forces:R:3:lowdin_charge:R:1
N -0.88136 0.84770 -1.68490 0.572 -0.135 1.325 0.146
C 0.81799 -0.79713 1.28320 0.176 -1.553 -1.954 -0.810
O 0.77006 0.38004 1.56156 -0.303 0.618 0.249 0.001
O 1.45205 -1.79652 1.60147 0.959 -0.315 1.842 -0.053
H -0.75082 -0.09553 -1.23379 0.256 1.019 -0.024 0.055
H -0.07866 -2.19528 0.17260 0.489 1.027 0.073 0.073
C -0.67021 1.88551 -1.05949 -1.230 -2.487 -2.102 -0.436
O 0.00493 -1.22094 0.10319 -1.483 0.165 -0.456 -0.109
O -0.66398 2.99214 -0.74384 0.564 1.660 1.047 0.132
```
Forces are in eV/Å.

## Properties
**Total energy**: -433.23084 Ha
**2S+1**: 1
**Charge**: -1
**ΔE to the lowest compared entry with this formula, charge and spin**: 0.508 eV
**E_LUMO**: 3.82 eV
**Orbital gap**: 8.62 eV

=====

No. 2
Formula: C18H22Cl2IrN6O3PS2Se
Source: the OMol25 dataset
Level of theory: the ωB97M-V functional and the def2-TZVPD basis

The geometry in XYZ format:
```
56
Properties=species:S:1:pos:R:3:forces:R:3:lowdin_charge:R:1
S 9.90636 9.61063 8.98966 1.894 -0.247 0.656 0.685
H 5.62839 9.08434 13.88882 -0.221 -0.286 -0.378 0.033
O 8.53987 9.23157 9.04555 -0.259 -0.055 -0.271 -0.240
C 10.47685 11.64917 17.57512 -0.913 -0.278 -1.457 0.017
H 9.08387 12.41549 9.29610 0.328 0.048 -0.506 0.143
H 5.27160 7.33514 13.72869 0.021 0.042 -0.299 0.075
H 10.63083 12.26446 14.21063 -0.488 -0.442 0.291 0.130
H 11.25484 13.20246 16.47870 -0.136 0.652 -0.641 0.121
H 8.01280 6.04093 12.35095 -0.045 0.597 -0.262 0.075
C 11.17057 8.09883 13.06633 -0.235 1.266 1.286 -0.152
C 5.48160 8.39648 10.74033 -0.870 0.392 0.459 -0.148
H 4.93669 9.32833 10.97962 0.101 -0.422 -0.210 0.080
H 6.40443 13.92652 14.12425 0.431 -0.363 -0.369 0.038
H 5.84366 8.45467 9.72928 0.653 0.257 -0.320 0.057
H 10.74685 7.59246 13.93623 0.595 -0.074 -0.209 0.122
H 6.79614 7.92779 14.44207 -0.475 -0.056 -1.271 0.055
S 12.67215 9.06966 11.24438 -1.320 0.276 -0.660 1.156
H 11.23665 9.88579 6.64981 0.104 -0.093 -0.383 0.126
H 10.46367 15.26504 5.90983 -0.270 0.773 -0.169 0.141
C 10.67973 12.30416 16.38675 0.124 -1.103 -0.416 0.008
H 11.08188 14.28717 4.59555 -0.092 0.056 0.444 0.171
Cl 4.35590 12.79251 14.34799 1.288 0.082 0.345 0.570
H 8.42620 7.00430 10.85233 0.735 0.031 -0.282 0.033
N 9.84280 10.50787 14.99905 1.061 -1.676 3.780 -0.255
P 6.77018 8.22993 11.97011 0.935 0.140 -0.197 0.654
O 7.70932 9.49104 11.90761 -1.109 -0.998 -0.032 -0.579
C 11.14777 12.02601 6.05206 -0.136 -2.162 1.196 0.106
H 11.80378 11.87352 5.22034 0.075 0.152 -0.593 0.132
C 10.01733 13.46352 7.67682 -0.427 0.274 0.298 0.051
C 10.84102 10.86447 6.85238 0.836 2.841 -1.465 0.024
C 6.03980 8.10132 13.60926 0.640 0.401 1.486 -0.181
H 6.13582 13.43912 15.78864 0.272 -0.666 0.314 0.045
N 10.25820 10.25379 10.52317 -1.575 0.216 -1.351 -0.040
H 6.93597 6.13776 10.93006 0.304 -0.036 0.314 0.073
C 10.88387 9.55507 11.35202 2.208 -0.717 1.080 -0.614
C 6.07252 13.11656 14.75925 -1.542 0.200 -0.742 -0.803
H 10.63531 12.11684 18.50810 0.381 0.230 0.897 0.126
C 7.66313 6.70203 11.54040 -1.220 -0.180 0.158 -0.138
N 10.38005 9.09981 12.57731 2.171 -1.499 -0.999 -0.178
Ir 8.96114 10.00278 13.44945 -4.131 -1.082 -3.467 1.180
O 10.93901 8.64686 8.61658 -1.434 1.419 0.416 -0.283
C 9.61502 9.71792 16.14847 0.365 1.918 -0.650 -0.416
Se 8.90742 8.02645 17.87202 0.294 1.118 -0.252 1.357
H 13.39446 7.73934 13.12088 -1.146 -0.137 -0.574 0.123
C 12.48361 8.12453 12.60210 0.462 -0.663 0.897 -0.348
Cl 7.07400 11.55584 14.47205 -0.646 0.430 0.578 0.534
H 9.70881 14.46600 8.01372 0.040 -0.654 -0.137 0.147
C 10.11787 11.08996 7.99950 0.555 -2.149 -0.548 -0.243
N 9.07994 8.52388 16.09166 0.268 0.356 -0.146 -0.238
C 10.70846 13.33444 6.43176 -0.633 0.116 -1.277 -0.205
N 9.44748 9.65610 18.49652 -0.102 -0.655 0.817 -0.197
C 9.86172 10.38525 17.49196 -0.390 -1.468 -0.449 -0.336
H 4.77220 7.55474 10.70573 0.238 0.205 0.539 0.086
N 10.72227 14.37058 5.55017 0.741 -1.928 1.182 0.294
C 10.32649 11.70806 15.10917 2.522 3.292 2.037 -0.145
C 9.67633 12.32498 8.37240 -0.826 2.309 1.511 -0.029
```
Forces are in eV/Å.

## Properties
**Total energy**: -5816.04296 Ha
**2S+1**: 6
**Charge**: +3
**ΔE to the lowest compared entry with this formula, charge and spin**: 0.000 eV
**E_LUMO (spin up / spin down)**: -8.51 / -11.43 eV
**Orbital gap (spin up / spin down)**: 5.98 / 4.80 eV

=====

- Which of these has the highest 2S+1?
  C18H22Cl2IrN6O3PS2Se